No. 1
ORCA calculation (ωB97M-V/def2-TZVPD) on the molecule C5H7NO.

The geometry in XYZ format:
```
14
Properties=species:S:1:pos:R:3:forces:R:3:mulliken_charge:R:1
C -2.266 0.236 -0.022 -0.1 0.0 0.0 -1.08
C -0.831 -0.120 0.204 0.0 -0.2 -0.1 0.78
C -0.293 -1.352 0.095 -0.3 0.0 -0.1 -0.72
O 1.079 -1.269 0.021 0.1 0.1 0.0 -0.39
C 1.387 0.045 0.077 0.0 0.1 0.0 0.43
N 2.695 0.321 -0.208 0.1 0.0 0.3 -0.44
C 0.275 0.803 0.285 0.1 0.0 -0.1 -0.65
H -2.785 0.618 0.861 0.1 0.0 0.0 0.27
H -2.809 -0.633 -0.406 0.0 0.1 0.2 0.32
H -2.309 1.011 -0.797 -0.1 -0.1 0.2 0.29
H -0.714 -2.344 0.041 0.1 0.1 -0.1 0.43
H 3.348 -0.439 -0.245 0.0 0.1 0.0 0.21
H 3.006 1.257 -0.384 -0.1 -0.1 0.1 0.17
H 0.217 1.866 0.479 0.1 -0.1 -0.3 0.38
```
Forces are in eV/Å.

LUMO = 1.0 eV
Gap between HOMO and LUMO = 8.4 eV
SMILES string = Cc1coc(N)c1
HOMO level = -7.39 eV
Relative energy (zero: lowest compared OMol25 entry of this formula, charge and spin) = 81.1 kJ/mol

No. 2
ORCA calculation (ωB97M-V/def2-TZVPD) on the ion C3H11BN3O2 with charge +1 at a distorted geometry.

The geometry in XYZ format:
```
20
Properties=species:S:1:pos:R:3:forces:R:3:mulliken_charge:R:1
N 0.818 -1.988 1.909 -1.5 -1.7 6.5 -0.42
C 1.181 -1.308 0.876 -0.2 1.0 -1.2 0.60
N 2.444 -1.278 0.409 1.0 -1.4 2.1 -0.40
N 0.259 -0.650 0.218 1.1 1.1 -1.4 -0.02
C 0.708 0.209 -0.853 -3.4 3.9 1.2 -0.88
C -0.375 1.644 -0.817 1.5 -4.3 -3.6 -0.94
B -1.932 1.259 -0.865 2.5 -0.4 2.4 0.52
O -2.757 1.998 -1.486 -2.5 3.1 -3.2 -0.44
O -2.342 0.372 0.076 2.2 -1.3 0.5 -0.71
H 1.501 -2.476 2.490 0.2 0.1 -0.9 0.27
H 0.051 -1.740 2.674 1.6 -0.1 -3.1 0.31
H 3.239 -1.772 0.855 -1.3 0.4 -0.1 0.25
H 2.578 -1.189 -0.549 0.1 0.4 -1.8 0.22
H -0.611 -0.287 0.555 -0.9 -0.9 0.9 0.29
H 0.640 -0.248 -1.791 0.0 -0.6 -1.5 0.35
H 1.651 0.629 -0.630 1.1 0.3 0.0 0.54
H -0.085 2.199 -0.003 0.5 1.2 2.2 0.42
H -0.011 2.162 -1.713 -0.4 0.1 0.2 0.36
H -3.712 2.078 -1.616 0.6 -0.5 0.4 0.35
H -3.247 0.386 0.260 -2.2 -0.2 0.4 0.32
```
Forces are in eV/Å.

LUMO = -2.9 eV
Gap between HOMO and LUMO = 11.2 eV
SMILES string = NC(N)=[NH+]CCB(O)O
HOMO level = -14.10 eV
Charge = +1
Relative energy (zero: lowest compared OMol25 entry of this formula, charge and spin) = 51.1 kJ/mol

Please write out number 1 again, unchanged.
ORCA calculation (ωB97M-V/def2-TZVPD) on the molecule C5H7NO.

The geometry in XYZ format:
```
14
Properties=species:S:1:pos:R:3:forces:R:3:mulliken_charge:R:1
C -2.266 0.236 -0.022 -0.1 0.0 0.0 -1.08
C -0.831 -0.120 0.204 0.0 -0.2 -0.1 0.78
C -0.293 -1.352 0.095 -0.3 0.0 -0.1 -0.72
O 1.079 -1.269 0.021 0.1 0.1 0.0 -0.39
C 1.387 0.045 0.077 0.0 0.1 0.0 0.43
N 2.695 0.321 -0.208 0.1 0.0 0.3 -0.44
C 0.275 0.803 0.285 0.1 0.0 -0.1 -0.65
H -2.785 0.618 0.861 0.1 0.0 0.0 0.27
H -2.809 -0.633 -0.406 0.0 0.1 0.2 0.32
H -2.309 1.011 -0.797 -0.1 -0.1 0.2 0.29
H -0.714 -2.344 0.041 0.1 0.1 -0.1 0.43
H 3.348 -0.439 -0.245 0.0 0.1 0.0 0.21
H 3.006 1.257 -0.384 -0.1 -0.1 0.1 0.17
H 0.217 1.866 0.479 0.1 -0.1 -0.3 0.38
```
Forces are in eV/Å.

LUMO = 1.0 eV
Gap between HOMO and LUMO = 8.4 eV
SMILES string = Cc1coc(N)c1
HOMO level = -7.39 eV
Relative energy (zero: lowest compared OMol25 entry of this formula, charge and spin) = 81.1 kJ/mol